[1]
Entry from the Open Molecules 2025 dataset: C11H22Cl2I2NP2Yb as an isolated structure (wB97M-V/def2-TZVPD).

Positions of all 41 atoms, in Å:
1 I 4.5331 -2.9839 -2.8904
2 I 5.4744 -3.8687 -0.5164
3 Yb 0.2858 -0.3322 0.8785
4 P 1.6349 1.8407 1.2449
5 C 3.2999 1.7945 0.5583
6 C 0.7883 3.2572 0.4285
7 H 1.3031 4.2242 0.6118
8 H 2.2724 3.2850 3.1470
9 H -0.2559 3.2888 0.7971
10 H 0.7575 2.2972 3.4367
11 H 3.2596 1.5297 -0.5133
12 H 0.6845 3.0754 -0.6592
13 C 1.7770 2.3035 3.0010
14 H 3.8542 2.7414 0.6863
15 H 2.3219 1.5052 3.5416
16 H 3.8686 0.9673 1.0187
17 P -1.3338 -2.3465 0.8530
18 C -0.6727 -3.8102 0.0413
19 C -1.8770 -2.8380 2.5217
20 H -3.2978 -0.9995 0.3987
21 H -3.6289 -2.7377 -0.0435
22 H -2.6356 -1.6252 -1.0922
23 C -2.8776 -1.9196 -0.0526
24 H -2.2462 -1.9283 3.0372
25 H -2.6484 -3.6349 2.5031
26 H -1.3880 -4.6500 0.0026
27 H 0.2526 -4.1307 0.5502
28 H -0.9931 -3.1595 3.1061
29 H -0.3451 -3.5541 -0.9816
30 Cl -1.4420 0.7675 2.2191
31 Cl -3.6112 2.3649 -2.5879
32 C -2.0849 1.6078 -2.4937
33 C -1.2699 1.4625 -3.6168
34 C -0.0301 0.8160 -3.4662
35 C 0.3067 0.3241 -2.1903
36 N -0.4911 0.4414 -1.1154
37 C -1.6635 1.1109 -1.2479
38 H -1.6173 1.8529 -4.5743
39 H 0.7076 0.6432 -4.2596
40 H 1.2482 -0.1919 -1.9655
41 H -2.2201 1.2097 -0.3164

Forces on the atoms, in the same order (eV/Å):
0.145 -0.151 0.524
-0.237 0.215 -0.480
-0.914 0.612 0.147
1.024 2.247 0.341
0.830 -0.215 -0.343
-0.516 -0.089 -0.226
-0.298 -0.660 -0.070
-0.293 -0.605 -0.087
0.575 0.184 0.086
0.524 0.288 -0.265
-0.041 0.352 0.298
0.376 0.134 0.464
-0.171 -0.220 0.485
-0.240 -0.441 -0.076
-0.010 0.504 -0.262
-0.111 0.443 0.049
-1.845 -1.734 0.043
0.508 -0.644 -0.410
0.133 0.184 0.501
0.021 -0.608 0.017
0.555 0.483 0.046
-0.093 -0.460 0.386
-0.062 0.565 -0.206
-0.073 -0.567 -0.333
0.487 0.483 0.017
0.334 0.353 0.008
-0.441 -0.058 0.007
-0.463 -0.122 -0.302
-0.354 -0.118 0.242
0.550 -0.363 -0.318
0.012 0.065 -0.058
0.263 -0.350 0.880
0.595 -0.322 0.059
0.201 -0.367 0.960
-0.015 0.049 -0.501
-0.489 0.702 -0.493
0.284 -0.231 -0.347
0.213 -0.139 0.213
-0.638 0.299 0.139
-0.113 0.135 -0.642
-0.210 0.166 -0.494

Results
LUMO energy (spin up / spin down), Eh: -0.2733 / -0.2904
Relative energy (zero: lowest compared OMol25 entry of this formula, charge and spin), kcal/mol: 0.00
Multiplicity: 2
Net charge: +2
HOMO energy (spin up / spin down), eV: -13.812 / -13.812
Frontier orbital gap (spin up / spin down), eV: 6.374 / 5.911


[2]
Entry from the Open Molecules 2025 dataset: a single C11H22N2O3 molecule (wB97M-V/def2-TZVPD).

Positions of all 38 atoms, in Å:
1 C -3.4680 -2.1207 0.3811
2 C -2.2169 -1.3335 0.0922
3 C -2.3331 0.1786 0.1971
4 C -3.2158 0.7265 -0.8455
5 C -0.8396 0.7385 0.2012
6 N -0.0926 0.3170 1.3612
7 C 1.1019 -0.3492 1.4681
8 O 1.7189 -0.4358 2.5549
9 C 1.8271 -0.8649 0.2124
10 N 0.9660 -1.5532 -0.8139
11 C 2.6374 0.1780 -0.5899
12 C 3.1173 1.4381 0.1978
13 C 3.8409 -0.5045 -1.1859
14 C -0.8591 2.2305 0.0126
15 O -1.1099 2.8189 -0.9954
16 O -0.6239 2.9250 1.1828
17 H -4.1218 -2.1802 -0.4248
18 H -3.2021 -3.1660 0.6533
19 H -3.9822 -1.6859 1.2622
20 H -1.4746 -1.5953 0.8318
21 H -1.8114 -1.5870 -0.8164
22 H -2.6798 0.4148 1.2033
23 H -2.8026 0.5684 -1.8271
24 H -3.3794 1.7575 -0.7832
25 H -4.2332 0.2490 -0.7849
26 H -0.4610 0.2456 -0.6735
27 H -0.3945 0.6549 2.2027
28 H 2.5841 -1.6288 0.6487
29 H 0.4037 -2.3314 -0.3881
30 H 1.6054 -1.9268 -1.5461
31 H 1.9683 0.6833 -1.3438
32 H 3.6773 1.1859 1.1318
33 H 2.2364 2.1315 0.5429
34 H 3.8006 2.0668 -0.4463
35 H 4.5235 -0.7454 -0.3343
36 H 4.3888 0.0876 -1.9208
37 H 3.5025 -1.4568 -1.5109
38 H -0.5986 3.8690 0.8926

Forces on the atoms, in the same order (eV/Å):
0.794 -0.532 2.193
-0.413 0.607 2.274
1.380 -0.259 1.444
-1.585 -0.913 -0.571
-0.994 -0.535 -0.461
1.153 -1.377 -1.971
1.500 0.654 0.875
-1.738 0.067 -2.037
0.558 -1.798 -0.282
-0.004 -0.613 0.659
-0.467 2.685 0.575
-0.579 1.080 0.983
0.577 0.131 1.297
0.282 0.609 1.233
0.037 -0.044 -0.641
0.056 0.236 -1.005
-1.301 0.085 -1.437
-0.170 0.594 -0.157
0.063 -0.270 -0.470
0.266 -0.364 0.301
0.904 -0.582 -2.429
-0.501 0.044 0.144
0.116 -0.310 -0.535
-0.221 1.656 0.282
0.980 0.285 -0.140
0.808 0.207 -0.513
-0.904 1.087 2.600
-1.103 1.334 -0.454
1.073 0.867 -0.658
-0.948 0.159 0.855
0.438 -1.164 0.259
-0.369 0.049 -0.709
1.495 -1.325 -0.705
-0.781 -0.705 0.582
-0.244 0.315 -0.616
-0.239 -0.260 -0.090
0.221 -0.908 -1.086
-0.140 -0.793 0.410

Results
LUMO energy, Eh: 0.0270
Relative energy (zero: lowest compared OMol25 entry of this formula, charge and spin), kcal/mol: 41.08
Multiplicity: 1
Structure (SMILES): CC[C@H](C)[C@H](NC(=O)[C@@H](N)C(C)C)C(=O)O
HOMO energy, eV: -9.600
Frontier orbital gap, eV: 10.335


[3]
Entry from the Open Molecules 2025 dataset: C11H22N2O5RuSSbSe4 as an isolated structure (wB97M-V/def2-TZVPD).

Positions of all 47 atoms, in Å:
1 Ru -0.9609 -1.3888 0.0703
2 N 0.4701 -2.2153 1.9665
3 C 0.2048 -1.2381 3.0373
4 C -1.2208 -0.7132 2.9924
5 O -1.7765 -0.3790 4.0335
6 N -1.7629 -0.6635 1.7476
7 C -3.2274 -0.5312 1.6066
8 C -3.7343 -1.6377 0.6762
9 O -4.9312 -1.8544 0.5909
10 O -2.7882 -2.2888 -0.0026
11 H 0.0526 -3.1046 2.1837
12 H 1.4535 -2.3611 1.8125
13 H 0.8818 -0.3947 2.9088
14 H 0.3521 -1.6310 4.0357
15 H -3.5091 0.4234 1.1584
16 H -3.7285 -0.5977 2.5624
17 C -3.1655 1.1968 -3.2434
18 C -2.2617 0.9546 -2.0640
19 C -2.1447 2.0509 -1.0295
20 O -1.6277 -0.0642 -1.9597
21 H -2.9935 2.1970 -3.6560
22 H -4.2050 1.1501 -2.9044
23 H -2.9996 0.4413 -4.0067
24 H -3.0597 2.6446 -0.9607
25 H -1.3280 2.7095 -1.3362
26 H -1.8883 1.6275 -0.0623
27 Se 4.1752 -3.4462 -1.9242
28 Sb 1.9891 -3.5286 -2.9574
29 Se 0.3689 -2.5918 -1.2085
30 Se 2.2178 -1.9247 -4.8424
31 Se 1.2007 -5.6474 -3.7781
32 C 3.0103 0.1364 -1.8961
33 C 2.8482 1.2614 -0.8753
34 S 1.9727 0.6635 0.5588
35 O 0.5908 0.3169 0.0719
36 C 1.7907 2.2393 1.4049
37 C 2.7898 2.3850 2.5564
38 H 3.3117 0.5428 -2.8631
39 H 2.0556 -0.3736 -2.0417
40 H 3.7456 -0.6077 -1.5862
41 H 2.2533 2.0891 -1.2684
42 H 3.8070 1.6355 -0.4939
43 H 0.7588 2.2094 1.7606
44 H 1.8882 3.0400 0.6683
45 H 2.6923 1.5556 3.2614
46 H 2.6088 3.3134 3.1008
47 H 3.8231 2.3996 2.1950

Forces on the atoms, in the same order (eV/Å):
-0.930 1.578 1.832
-0.489 0.646 0.397
0.102 -0.299 -0.385
-0.395 0.106 -0.632
-0.037 0.043 -0.004
-0.818 0.227 0.333
0.815 -0.264 0.040
0.226 -0.533 -0.395
0.567 -0.010 -0.118
-0.685 0.918 0.559
-0.101 -0.303 0.022
0.255 -0.013 -0.200
0.090 0.078 -0.003
0.098 -0.091 0.271
0.039 0.119 -0.015
-0.098 -0.062 0.253
0.037 0.141 -0.057
-0.100 0.469 0.061
-0.223 0.035 -0.046
-0.052 -0.421 -0.169
-0.060 -0.097 0.061
0.058 0.019 -0.010
0.001 -0.027 0.035
0.087 -0.033 -0.014
-0.019 0.020 -0.019
0.069 -0.058 0.054
-0.156 0.191 -0.091
0.212 -0.901 0.008
1.913 -2.249 -1.751
0.042 0.283 -0.163
-0.080 0.354 0.113
0.023 0.207 0.085
0.224 -0.208 -0.338
-0.153 -0.612 0.103
-0.252 0.325 -0.058
0.072 0.219 0.369
-0.041 -0.056 -0.137
0.034 0.005 0.080
0.037 0.068 -0.010
-0.085 0.058 0.002
0.024 0.018 -0.006
-0.097 0.034 -0.108
0.045 0.041 0.049
-0.082 -0.009 0.092
0.002 0.075 -0.060
0.010 -0.034 -0.057
-0.129 0.001 0.028

Results
LUMO energy (spin up / spin down), Eh: 0.0681 / 0.0157
Multiplicity: 5
Net charge: -1
HOMO energy (spin up / spin down), eV: -4.735 / -4.768
Frontier orbital gap (spin up / spin down), eV: 6.589 / 5.194


[4]
Entry from the Open Molecules 2025 dataset: a 2-piece molecular cluster, C11H22N2O8P overall (wB97M-V/def2-TZVPD).

Positions of all 44 atoms, in Å:
1 C 0.8754 -0.6477 0.8999
2 C 0.8351 -1.3308 -0.2489
3 C 0.2967 -0.8268 -1.5448
4 N 1.4558 -0.6829 -2.4419
5 C -0.5468 0.4425 -1.3720
6 N -1.7497 0.3414 -2.2754
7 C -2.1382 -1.0911 -2.1218
8 P -3.2763 -1.3248 -0.7145
9 O -4.1863 -0.1803 -0.7656
10 O -2.4658 -1.3570 0.6334
11 O -3.9821 -2.7306 -0.8665
12 C -0.7709 -1.7705 -2.2558
13 C -0.6873 -3.2814 -2.1241
14 O -1.2891 -3.8442 -0.9737
15 O -0.2524 -4.2221 -0.0625
16 H 0.7463 0.4267 0.8707
17 H 1.0617 -1.1199 1.8504
18 H 1.2747 -2.3196 -0.2533
19 H 1.8289 -1.5959 -2.6745
20 H 1.2056 -0.2552 -3.3274
21 H -0.0594 1.4089 -1.3203
22 H -1.0198 0.3055 -0.4011
23 H -2.4520 0.9404 -1.8215
24 H -1.6077 0.6224 -3.2423
25 H -2.7062 -1.3566 -3.0151
26 H -1.6375 -1.8570 0.5879
27 H -4.0316 -3.0035 -1.7902
28 H -0.5496 -1.6166 -3.3148
29 H -1.2209 -3.7128 -2.9717
30 H 0.3374 -3.6345 -2.2069
31 H -0.6282 -4.0157 0.8030
32 C 3.6370 4.0304 2.9565
33 C 2.1498 3.8358 3.1069
34 C 1.7380 2.5252 3.7392
35 O 0.4563 2.2837 3.1327
36 C 0.4439 2.9158 1.9401
37 O -0.3823 2.7492 1.0958
38 O 1.5009 3.7380 1.8187
39 H 3.8557 5.0141 2.5437
40 H 4.1337 3.9439 3.9223
41 H 4.0541 3.2905 2.2725
42 H 1.7048 4.6809 3.6367
43 H 1.6404 2.5792 4.8199
44 H 2.4079 1.7029 3.4768

Forces on the atoms, in the same order (eV/Å):
-0.134 0.067 -0.960
0.033 -0.185 1.237
0.167 -0.129 -1.460
-0.187 0.469 0.049
0.297 -0.416 0.963
0.080 0.535 1.299
0.437 -1.082 -1.072
-1.230 0.887 0.615
0.258 0.299 -0.171
0.274 -0.314 -0.197
0.807 0.057 -0.258
0.432 0.236 0.230
-0.205 -0.113 0.041
-0.293 0.281 0.251
0.478 -0.126 -0.155
-0.633 0.007 0.411
0.612 0.008 0.019
-0.429 -0.300 -0.140
0.184 -0.042 0.152
-0.011 0.074 0.003
0.036 0.140 -0.591
0.057 0.354 0.175
-0.454 -0.011 -0.456
0.038 -0.005 -0.072
-0.354 0.002 0.098
0.054 -0.086 0.174
-0.375 -0.316 0.027
0.223 -0.028 -0.118
-0.123 -0.145 -0.018
0.182 0.057 0.038
-0.264 -0.061 0.024
-0.005 0.095 -0.342
0.377 0.011 0.110
-0.071 0.011 0.146
0.048 -0.064 -0.093
0.213 0.120 0.127
-0.117 -0.223 -0.247
-0.131 0.006 0.065
-0.004 0.018 0.059
-0.038 0.003 0.035
-0.020 -0.092 0.085
-0.083 -0.029 -0.013
-0.170 -0.019 -0.021
0.046 0.050 -0.047

Results
LUMO energy, Eh: -0.1154
Multiplicity: 1
Net charge: +1
HOMO energy, eV: -13.116
Frontier orbital gap, eV: 9.976